No. 1
{
  "formula": "C41H36GeN7SV",
  "method": "the ωB97M-V functional and the def2-TZVPD basis",
  "elements": ["Ge", "V", "S", "N", "N", "N", "N", "N", "N", "N", "C", "C", "C", "C", "C", "C", "C", "C", "C", "C", "C", "C", "C", "C", "C", "C", "C", "C", "C", "C", "C", "C", "C", "C", "C", "C", "C", "C", "C", "C", "C", "C", "C", "C", "C", "C", "C", "C", "C", "C", "C", "H", "H", "H", "H", "H", "H", "H", "H", "H", "H", "H", "H", "H", "H", "H", "H", "H", "H", "H", "H", "H", "H", "H", "H", "H", "H", "H", "H", "H", "H", "H", "H", "H", "H", "H", "H"],
  "positions_angstrom": [[-3.7502, -2.7401, 0.4482], [0.1177, -0.0913, -0.6544], [0.8152, 6.5011, -0.9778], [2.0991, -0.7009, -1.1970], [4.0967, -1.2122, -1.8287], [-3.3093, 8.0725, -2.0738], [-0.1358, -0.4707, -2.7490], [3.3574, -1.3239, -2.9462], [-0.2114, -1.3418, -5.3801], [0.3968, 1.9864, -0.8473], [0.9080, -1.4110, -4.6708], [1.0698, -0.7440, 2.2122], [-2.4851, 7.6032, -3.0078], [-1.2570, -0.4034, -3.4681], [-1.9927, 2.3036, 2.0528], [-1.9131, -4.9450, 4.1051], [-2.1934, -3.9264, -3.7956], [-7.0988, 0.4465, 0.9709], [0.9555, -0.9619, -3.3584], [-3.1139, -3.0762, 3.1980], [3.3548, -0.8432, -0.7909], [1.6823, 3.9893, -0.6090], [-1.3036, -3.9114, -2.7252], [-1.1334, -0.0129, 1.5330], [-5.2584, -0.4433, -0.2848], [-1.7368, -3.4953, -1.4769], [0.5733, 4.7886, -0.9352], [1.5528, 2.6255, -0.5776], [-0.8018, 7.1052, -1.4040], [-1.7775, -5.4998, 2.8360], [1.3019, 0.5301, 2.7293], [-0.1570, -1.0221, 1.6206], [-1.6359, 7.6116, -0.4224], [2.1613, -1.0102, -2.5315], [-3.9415, -3.0738, -2.3821], [-2.5741, -3.7333, 4.2879], [-2.9762, -3.6230, 1.9115], [-2.8828, 8.0879, -0.8163], [-3.5067, -3.5042, -3.6270], [-2.3005, -4.8413, 1.7378], [-1.2177, 7.1113, -2.7291], [-1.2822, -0.8294, -4.7892], [-3.0639, -3.0812, -1.2905], [-0.6655, 2.7550, -1.1477], [-6.2434, 0.5141, -0.1255], [-0.6325, 4.1263, -1.2029], [-0.9158, 1.2595, 2.0670], [0.3243, 1.5105, 2.6605], [-5.1081, -1.4604, 0.6694], [-5.9735, -1.5187, 1.7703], [-6.9709, -0.5693, 1.9118], [-1.0530, -3.5403, -0.6339], [-7.8815, 1.1849, 1.0847], [5.0906, -1.4002, -1.8595], [2.4022, 2.0033, -0.3262], [1.8153, -1.5226, 2.3106], [-1.5969, 2.2372, -1.3615], [-5.8844, -2.3123, 2.5025], [-1.5088, -5.4678, 4.9619], [-1.8639, -4.2810, -4.7639], [-1.2781, -6.4508, 2.7118], [3.7381, -0.6953, 0.2054], [-0.5701, 6.7622, -3.5226], [-2.8490, 7.6264, -4.0280], [-2.1218, -0.2401, 1.1302], [-2.6782, -3.3177, 5.2808], [2.2437, 0.7488, 3.2161], [-2.2102, -5.2888, 0.7550], [-1.5296, 4.6754, -1.4522], [-1.3327, 7.6507, 0.6150], [-4.9738, -2.7668, -2.2567], [-4.1970, -3.5326, -4.4595], [-3.5630, 8.5003, -0.0806], [-1.5771, 3.2986, 1.8983], [-3.6400, -2.1396, 3.3431], [-6.3679, 1.2990, -0.8593], [1.7903, -1.8217, -5.1464], [-0.3966, -2.0356, 1.3035], [-2.1928, -0.7595, -5.3712], [-7.6537, -0.6223, 2.7485], [-2.5112, 2.3128, 3.0138], [0.5158, 2.4868, 3.0891], [-2.7368, 2.1086, 1.2797], [-2.1434, -0.0035, -2.9913], [2.6403, 4.4388, -0.3834], [-0.2868, -4.2570, -2.8628], [-4.6190, -0.4170, -1.1617]],
  "forces_ev_per_a": [[0.0, -0.1, 0.0], [0.5, 0.3, 0.1], [0.0, 0.0, 0.0], [-0.2, 0.0, -0.1], [0.0, 0.0, 0.0], [0.0, 0.0, 0.0], [-0.1, -0.1, 0.0], [0.0, 0.0, 0.1], [0.0, 0.0, 0.0], [-0.1, -0.1, 0.1], [0.0, 0.1, -0.1], [0.0, 0.0, -0.1], [0.0, 0.0, 0.0], [0.0, 0.0, 0.0], [0.0, 0.0, 0.0], [0.0, 0.0, 0.0], [0.0, 0.0, 0.0], [0.0, 0.0, 0.0], [0.0, -0.1, 0.0], [0.0, 0.0, 0.0], [0.0, 0.0, 0.0], [0.0, 0.0, 0.0], [0.0, 0.1, 0.0], [-0.2, -0.1, 0.1], [0.0, 0.0, -0.1], [0.0, -0.1, 0.1], [0.0, 0.0, 0.0], [0.0, 0.0, 0.0], [0.0, 0.0, -0.1], [0.0, 0.0, 0.0], [0.0, 0.0, 0.0], [-0.1, 0.0, 0.1], [0.0, 0.0, 0.0], [0.0, 0.0, -0.1], [0.0, 0.0, 0.0], [0.0, 0.0, 0.0], [0.0, 0.0, 0.1], [0.0, 0.0, 0.0], [0.0, 0.0, 0.0], [0.0, 0.0, 0.0], [0.1, 0.0, 0.0], [0.0, 0.0, 0.0], [0.0, 0.0, 0.0], [0.0, 0.0, -0.1], [0.0, 0.0, 0.0], [0.0, 0.0, 0.0], [0.0, 0.0, 0.0], [0.0, 0.0, 0.0], [0.0, 0.0, 0.0], [0.0, 0.0, 0.1], [0.0, 0.0, 0.0], [0.0, 0.0, 0.0], [0.0, 0.0, 0.0], [0.0, 0.0, 0.0], [0.0, 0.0, 0.0], [0.0, 0.0, 0.0], [0.0, 0.0, 0.0], [0.0, 0.0, 0.0], [0.0, 0.0, 0.0], [0.0, 0.0, 0.0], [0.0, 0.0, 0.0], [0.0, 0.0, 0.0], [0.0, 0.0, 0.0], [0.0, 0.0, 0.0], [0.0, 0.0, 0.0], [0.0, 0.0, 0.0], [0.0, 0.0, 0.0], [0.0, 0.0, 0.0], [0.0, 0.0, 0.0], [0.0, 0.0, 0.0], [0.0, 0.0, 0.0], [0.0, 0.0, 0.0], [0.0, 0.0, 0.0], [0.0, 0.0, 0.0], [0.0, 0.0, 0.0], [0.0, 0.0, 0.0], [0.0, 0.0, 0.0], [0.0, 0.0, 0.0], [0.0, 0.0, 0.0], [0.0, 0.0, 0.0], [0.0, 0.0, 0.0], [0.0, 0.0, 0.0], [0.0, 0.0, 0.0], [0.0, 0.0, 0.0], [0.0, 0.0, 0.0], [0.0, 0.0, 0.0], [0.0, 0.0, 0.0]],
  "e_above_lowest_kj_mol": 11.3,
  "total_charge": 3,
  "e_homo_ev": [-15.417, -15.417],
  "multiplicity": 4,
  "total_energy_ha": -5385.51535,
  "mol_weight_g_mol": 782.41
}


No. 2
{
  "formula": "C41H36IrN4P2",
  "method": "the ωB97M-V functional and the def2-TZVPD basis",
  "elements": ["Ir", "P", "P", "N", "N", "N", "N", "C", "C", "C", "C", "C", "C", "C", "C", "C", "C", "C", "C", "C", "C", "C", "C", "C", "C", "C", "C", "C", "C", "C", "C", "C", "C", "C", "C", "C", "C", "C", "C", "C", "C", "C", "C", "C", "C", "C", "C", "C", "H", "H", "H", "H", "H", "H", "H", "H", "H", "H", "H", "H", "H", "H", "H", "H", "H", "H", "H", "H", "H", "H", "H", "H", "H", "H", "H", "H", "H", "H", "H", "H", "H", "H", "H", "H"],
  "positions_angstrom": [[1.4531, 0.2758, -0.5328], [0.0428, -1.6716, -0.1386], [-0.5630, 1.6080, -0.8217], [-1.6466, 0.2353, -0.5335], [3.4886, 0.3333, 0.2555], [-1.2367, -0.5235, 0.6535], [1.3164, 0.4199, 1.8219], [0.6312, -2.7248, 2.4911], [0.7295, 1.1340, -4.6433], [-1.9467, 4.7448, 1.3970], [4.1149, 0.0126, -2.0454], [-2.0130, -3.4619, 0.1488], [0.8610, 2.4543, -5.0647], [-0.1700, 3.2126, -3.0237], [3.7065, 0.4958, 1.5726], [0.1849, 1.0668, 3.8151], [2.5733, 1.1430, 3.7157], [1.4232, -3.8594, 0.4985], [-3.5843, 0.6053, 1.7109], [-1.2402, -2.7966, -0.8190], [0.1543, 0.5875, 2.4862], [1.2339, -3.7068, 3.2621], [0.3785, 3.4875, -4.2664], [-1.5515, 3.0213, -0.2242], [-2.9699, -4.8452, -1.5641], [-1.1768, 3.6848, 0.9395], [-3.4973, 0.1871, -2.1130], [2.0189, -4.8308, 1.2788], [-1.3714, -3.1375, -2.1591], [0.1724, 0.8477, -3.4105], [4.4831, 0.1355, -0.6071], [-0.2978, 1.8892, -2.5904], [-3.8963, 0.3402, 0.3623], [-2.8777, -4.4689, -0.2314], [-3.4505, 4.4736, -0.4675], [-3.0383, 0.2858, -0.7075], [-2.3470, 0.7313, 2.3334], [6.0643, 0.2551, 1.1825], [5.0122, 0.4820, 2.0629], [1.9263, -4.7553, 2.6637], [-2.6873, 3.4168, -0.9402], [1.3933, 1.3421, 4.4206], [-3.0916, 5.1179, 0.7076], [5.8048, 0.0674, -0.1606], [0.7260, -2.7996, 1.1063], [-2.2496, -4.1520, -2.5274], [2.5020, 0.6840, 2.4020], [-1.1142, 0.2932, 1.8541], [-0.4998, 4.0227, -2.3884], [1.3421, 2.6742, -6.0087], [7.0810, 0.2204, 1.5504], [5.2232, 0.6202, 3.1094], [-0.8001, -2.6368, -2.9253], [-4.9510, 0.3053, 0.1231], [4.7283, 0.6761, -2.6543], [-4.3202, 4.7944, -1.0207], [-0.2805, 3.3896, 1.4670], [0.0502, -0.1843, -3.0932], [-4.2860, 0.8985, -2.3455], [1.4267, 1.7148, 5.4342], [3.5195, 1.3688, 4.1757], [-3.7029, 5.9246, 1.0857], [4.2814, -1.0003, -2.4094], [-3.4453, -4.9855, 0.5271], [2.5389, -5.6541, 0.8127], [-3.9221, -0.8024, -2.2944], [0.4525, 4.5098, -4.6073], [-2.3572, -4.4136, -3.5684], [-2.3711, 1.2180, 3.2970], [-2.9640, 2.9211, -1.8596], [-2.6683, 0.3262, -2.8006], [-1.6442, 5.2821, 2.2807], [-2.0451, -1.1448, 0.8370], [1.1645, -3.6551, 4.3360], [2.3904, -5.5150, 3.2763], [-4.4335, 0.8504, 2.3320], [1.4806, -3.9129, -0.5837], [-0.7271, 1.2039, 4.3704], [1.0727, 0.3359, -5.2835], [0.1050, -1.9176, 2.9758], [3.0526, 0.2824, -2.1941], [-3.5685, -5.6989, -1.8455], [-1.9032, -3.2344, 1.2020], [6.6032, -0.1229, -0.8602]],
  "forces_ev_per_a": [[-1.4, 0.2, 5.4], [-0.7, 0.8, 1.2], [-0.7, -1.5, -1.9], [0.2, 0.1, -0.2], [-1.0, 0.0, -1.2], [0.1, -0.3, 0.1], [-0.2, 0.1, -2.7], [0.3, 0.2, 0.2], [0.2, 0.0, -0.1], [0.1, -0.2, 0.0], [0.3, -0.1, -0.1], [0.2, 0.2, 0.1], [-0.1, 0.0, 0.1], [-0.2, 0.1, 0.1], [0.8, 0.0, 0.6], [0.2, -0.2, -0.4], [-0.3, -0.2, -0.5], [-0.1, 0.3, -0.1], [-0.2, 0.1, -0.1], [0.5, 0.3, -0.7], [-0.1, 0.2, 0.4], [-0.1, 0.0, -0.1], [0.1, -0.1, -0.1], [1.1, -0.1, 0.5], [0.2, 0.1, -0.2], [0.0, 0.2, 0.0], [-0.1, 0.1, -0.3], [0.0, -0.1, 0.0], [-0.1, 0.1, -0.2], [0.1, -0.4, 0.2], [1.0, 0.0, -0.2], [0.3, 0.0, 0.8], [0.1, 0.0, -0.1], [0.1, 0.1, 0.2], [0.1, -0.3, 0.0], [-0.4, -0.1, 0.3], [0.8, -0.2, -0.1], [0.0, -0.1, -0.2], [-0.9, 0.0, -0.1], [0.0, 0.1, -0.1], [0.1, -0.2, -0.2], [0.0, 0.0, -0.2], [0.0, 0.1, 0.1], [-0.3, 0.0, -0.1], [0.5, 0.6, -0.6], [0.0, 0.0, 0.1], [0.6, 0.2, 0.4], [-0.8, 0.2, 0.4], [0.0, 0.1, 0.0], [-0.1, 0.0, 0.0], [0.0, 0.0, 0.0], [-0.1, 0.0, 0.1], [0.1, 0.1, -0.1], [-0.1, -0.1, 0.0], [-0.1, 0.1, -0.1], [-0.1, 0.0, 0.0], [0.1, 0.1, 0.1], [-0.1, -0.1, -0.1], [-0.1, 0.1, 0.0], [0.0, 0.0, 0.1], [0.2, 0.0, 0.0], [0.0, 0.1, 0.0], [-0.1, -0.1, 0.0], [-0.1, -0.1, 0.1], [0.1, 0.0, 0.0], [0.1, -0.1, 0.0], [0.0, 0.1, 0.0], [0.1, -0.1, -0.1], [0.0, 0.0, 0.0], [0.0, 0.0, -0.1], [0.0, 0.0, -0.1], [0.0, 0.1, 0.1], [0.0, 0.1, -0.2], [-0.1, 0.0, 0.2], [0.0, 0.0, 0.0], [-0.1, 0.0, 0.1], [0.0, -0.2, 0.0], [-0.1, -0.1, 0.0], [0.0, -0.1, 0.0], [-0.1, 0.0, 0.1], [0.1, 0.0, -0.3], [-0.2, 0.0, 0.0], [0.0, -0.1, 0.1], [0.1, 0.0, -0.1]],
  "total_charge": 4,
  "e_homo_ev": [-18.272, -19.341],
  "multiplicity": 2,
  "total_energy_ha": -2588.47179,
  "mol_weight_g_mol": 838.93
}


No. 3
{
  "formula": "C41H36N2O2OsP2",
  "method": "the ωB97M-V functional and the def2-TZVPD basis",
  "elements": ["Os", "P", "P", "O", "O", "N", "N", "C", "C", "C", "C", "C", "C", "C", "C", "C", "C", "C", "C", "C", "C", "C", "C", "C", "C", "C", "C", "C", "C", "C", "C", "C", "C", "C", "C", "C", "C", "C", "C", "C", "C", "C", "C", "C", "C", "C", "C", "C", "H", "H", "H", "H", "H", "H", "H", "H", "H", "H", "H", "H", "H", "H", "H", "H", "H", "H", "H", "H", "H", "H", "H", "H", "H", "H", "H", "H", "H", "H", "H", "H", "H", "H", "H", "H"],
  "positions_angstrom": [[-0.8488, 0.5095, -0.0412], [1.7686, 1.2432, 1.7947], [-0.0323, -1.4024, -1.4316], [0.5816, 0.2703, 1.6926], [-2.9801, 0.9853, -0.2800], [-4.0791, 0.7584, 0.4334], [-1.4378, -1.4869, 1.1798], [4.5193, -0.7106, -0.4162], [3.3689, -0.0686, 0.0047], [-4.7279, 1.7966, 0.9866], [-1.4965, -2.7369, 0.4706], [-1.3290, -0.5484, -2.3845], [-1.9260, 1.5570, -3.4413], [5.5118, -0.3620, 1.7542], [-2.1469, -5.0476, 0.3470], [1.8815, 1.9828, 3.4199], [1.3998, 2.5120, 0.5613], [-4.5508, -0.4963, 0.5655], [-5.8636, 1.5947, 1.7397], [3.1547, -3.2603, -3.0735], [3.2983, 0.4407, 1.3035], [2.6963, 3.0973, 3.6226], [-2.2020, -3.8150, 0.9831], [2.9289, -3.1273, -4.4395], [-0.9962, 0.7758, -2.7619], [2.0066, 3.1412, 5.9244], [-2.5932, -1.0607, -2.6897], [0.6291, 4.4423, -1.2842], [-6.3511, 0.3072, 1.9201], [1.2072, 2.0241, 5.7211], [-0.8073, -2.8724, -0.7312], [2.3599, 3.1414, -0.2098], [2.2798, -2.6853, -2.1708], [4.3671, 0.2958, 2.1818], [0.9443, -1.8331, -4.0140], [-1.4054, -5.2019, -0.8161], [-0.3367, 3.8229, -0.5052], [1.1607, -1.9919, -2.6449], [2.7528, 3.6743, 4.8799], [1.1378, 1.4407, 4.4656], [5.5861, -0.8645, 0.4638], [-3.1753, 1.0382, -3.7318], [1.8277, -2.4194, -4.9048], [-0.7427, -4.1136, -1.3610], [-5.6825, -0.7468, 1.3081], [0.0386, 2.8399, 0.4173], [-3.5034, -0.2683, -3.3609], [1.9688, 4.1026, -1.1405], [-0.1792, -4.2314, -2.2767], [2.7191, 4.5972, -1.7426], [-0.6681, 2.5362, 1.2006], [-7.2384, 0.1389, 2.5139], [-2.8536, -2.0749, -2.4121], [-1.3701, 4.1368, -0.5704], [0.3444, 5.2255, -1.9735], [4.3071, 0.6908, 3.1879], [0.6417, 1.6023, 6.5402], [0.0234, 1.1318, -2.6306], [-6.0392, -1.7620, 1.4043], [-2.1799, -1.4328, 1.8720], [-6.3592, 2.4456, 2.1839], [2.4424, -2.7836, -1.1036], [2.5250, 0.0532, -0.6679], [4.5914, -1.0809, -1.4301], [3.2748, 3.5150, 2.8069], [-4.4770, -0.6675, -3.6123], [-2.6657, -5.8919, 0.7797], [-1.6642, 2.5601, -3.7494], [3.3734, 4.5439, 5.0450], [-3.9956, -1.2592, 0.0383], [-3.8955, 1.6463, -4.2618], [2.0512, 3.5983, 6.9034], [6.3469, -0.4793, 2.4306], [3.6149, -3.5773, -5.1438], [-1.3515, -6.1660, -1.3017], [-2.7610, -3.7029, 1.9050], [4.0101, -3.8169, -2.7160], [-4.3176, 2.7758, 0.7907], [0.5222, 0.5675, 4.2932], [6.4782, -1.3830, 0.1397], [-0.5488, -1.4029, 1.6785], [0.0821, -1.2923, -4.3796], [1.6478, -2.3335, -5.9674], [3.4069, 2.8985, -0.0810]],
  "forces_ev_per_a": [[0.4, -3.6, 1.8], [1.3, 0.5, 0.1], [-1.7, 0.7, -0.4], [-1.9, -0.1, -1.6], [1.3, 0.9, -0.6], [-0.1, -0.5, 0.7], [0.6, 1.5, -0.9], [-0.1, 0.0, 0.0], [0.1, 0.0, 0.0], [0.1, 0.3, 0.0], [-0.2, -0.5, -0.3], [0.6, 0.3, 0.5], [-0.4, 0.1, -0.1], [0.0, 0.0, 0.0], [0.0, 0.0, 0.0], [-0.1, -0.2, -0.4], [0.2, -0.3, 0.2], [0.0, -0.1, -0.1], [-0.1, -0.2, 0.0], [0.1, 0.0, 0.0], [-0.5, 0.2, 0.2], [0.0, 0.0, 0.0], [0.0, 0.2, 0.2], [-0.1, 0.0, 0.0], [0.1, -0.1, 0.3], [0.0, -0.1, 0.0], [-0.3, 0.0, 0.0], [0.0, 0.0, -0.1], [0.1, 0.1, -0.1], [0.0, 0.0, 0.0], [0.4, 0.3, 0.2], [0.0, -0.1, 0.0], [-0.1, 0.0, 0.0], [0.0, 0.0, 0.0], [-0.1, 0.0, 0.1], [-0.1, 0.0, 0.0], [-0.1, -0.1, 0.0], [0.6, 0.5, 0.6], [0.0, 0.0, -0.1], [0.0, 0.0, 0.0], [0.0, 0.0, 0.0], [0.3, 0.3, 0.1], [0.0, 0.0, -0.1], [0.0, -0.1, 0.0], [-0.1, 0.0, 0.1], [-0.5, 0.0, -0.3], [0.1, -0.3, 0.2], [-0.1, 0.0, 0.0], [0.0, 0.0, 0.0], [0.0, 0.0, 0.0], [0.0, 0.2, 0.0], [0.0, -0.1, 0.0], [0.0, 0.0, 0.0], [0.0, -0.1, 0.0], [0.0, 0.0, -0.1], [0.0, 0.0, 0.0], [0.0, 0.0, 0.0], [0.0, 0.0, -0.1], [0.0, 0.0, -0.1], [-0.1, 0.2, -0.1], [0.0, 0.0, 0.0], [0.1, -0.1, 0.0], [0.1, 0.0, -0.1], [0.0, 0.0, 0.0], [0.0, 0.0, 0.0], [0.0, 0.0, 0.0], [0.0, 0.0, 0.0], [0.0, 0.0, 0.0], [0.0, 0.0, 0.0], [0.0, 0.0, 0.0], [0.0, 0.0, 0.0], [0.0, 0.0, 0.0], [0.0, 0.0, 0.0], [0.0, 0.0, 0.0], [0.0, 0.0, 0.0], [0.0, 0.0, 0.0], [0.0, 0.0, 0.0], [0.1, -0.1, 0.0], [0.0, 0.0, 0.1], [0.0, 0.0, 0.0], [-0.1, -0.1, 0.2], [0.0, 0.0, 0.0], [0.0, 0.0, 0.0], [0.0, 0.0, -0.1]],
  "e_above_lowest_kj_mol": 180.3,
  "total_charge": 3,
  "e_homo_ev": [-16.326, -16.326],
  "multiplicity": 2,
  "total_energy_ha": -2616.37564,
  "mol_weight_g_mol": 840.93
}